# 1
DFT (the ωB97M-V functional and the def2-TZVPD basis) results for a structure of composition C18H11BrF6I2N4O5S2Ti in a non-equilibrium geometry.

```
! wB97M-V def2-TZVPD RIJCOSX def2/J DEFGRID3
* xyz 1 2
Ti -1.82304 1.07917 1.40966
I 1.80760 1.64632 3.61482
C 0.26835 1.71615 5.06188
I -1.68957 1.19212 4.18906
H 0.18503 2.72240 5.45107
H 0.48323 0.99697 5.84138
Br 2.72757 -4.42131 -5.20568
C 3.30621 -3.11640 -3.96934
C 4.41868 -3.37074 -3.17677
C 4.85356 -2.40392 -2.29261
C 4.15510 -1.20042 -2.16841
C 3.02415 -0.96788 -2.96011
C 2.61065 -1.91749 -3.87181
N 4.71630 -0.23708 -1.32219
N 4.11487 0.75440 -0.91288
C 2.79739 1.07531 -0.72225
C 2.41441 2.41251 -0.86661
C 1.20613 2.90725 -0.39112
C 0.32663 2.05428 0.24189
O -0.79294 2.39171 0.91783
C 0.63568 0.68508 0.32200
N -0.31845 -0.05974 0.99139
C -0.05177 -1.34930 1.19944
C 1.14554 -1.93534 0.81192
C 2.11547 -1.19188 0.17071
C 1.87080 0.15920 -0.11410
H 4.94516 -4.31010 -3.26734
H 5.72334 -2.56808 -1.67022
H 2.49734 -0.02559 -2.87405
H 1.75770 -1.73282 -4.50968
H 3.11177 3.07639 -1.35968
H 0.96440 3.95696 -0.48917
H -0.81466 -1.91919 1.71514
H 1.32187 -2.97805 1.03286
H 3.06128 -1.65095 -0.07870
F -5.10357 2.57287 -1.76332
C -4.79640 3.04429 -0.57721
F -5.83607 3.59230 -0.00053
F -3.80134 3.91145 -0.66640
S -4.06420 1.69497 0.47347
O -3.50431 2.33130 1.66340
O -2.96542 1.12389 -0.31009
N -5.14708 0.63671 0.84248
S -4.57994 -0.44298 1.86245
O -5.24611 -0.52724 3.10459
O -3.09993 -0.33487 1.95155
C -4.73758 -2.00868 0.86059
F -3.86573 -1.84769 -0.14210
F -5.94557 -2.16077 0.37734
F -4.38254 -3.05547 1.57550
*
```

## Properties
LUMO (alpha / beta)	-4.006 / -4.134	eV
gap between HOMO and LUMO (alpha / beta)	6.44 / 6.35	eV
highest occupied orbital energy (alpha / beta)	-0.3840 / -0.3851	Ha
total energy	-182369.4080	eV
strongest force on any atom	3.73	eV Å⁻¹
relative energy (zero: lowest compared OMol25 entry of this formula, charge and spin)	39.5	kcal/mol



# 2
DFT (the ωB97M-V functional and the def2-TZVPD basis) results for a cluster of 2 separate species, C18H11Cl2N3O3 in total in a non-equilibrium geometry.

```
! wB97M-V def2-TZVPD RIJCOSX def2/J DEFGRID3
* xyz 0 1
N 4.46661 -1.17358 1.83616
C 3.47964 -1.66981 1.47332
C 2.30419 -2.26711 1.03471
C 2.14534 -2.64466 -0.26930
C 3.15466 -2.44354 -1.20310
N 4.00759 -2.28234 -1.97606
C 0.90948 -3.29599 -0.70484
O 0.74802 -3.64447 -1.86099
C -0.12485 -3.53073 0.26850
Cl -1.55331 -4.31149 -0.25395
C 0.03105 -3.15156 1.56269
Cl -1.19673 -3.43760 2.71712
C 1.23620 -2.50161 2.00700
O 1.35256 -2.16205 3.17121
C 7.23599 2.20581 -0.51997
O 6.46870 2.53143 -1.65238
C 5.07898 2.38293 -1.50423
C 4.43612 1.97053 -0.35111
C 3.03082 1.87086 -0.34043
C 2.29946 2.18550 -1.49986
N 0.95598 2.00505 -1.21393
C 0.82717 1.59627 0.09353
C -0.48942 1.33446 0.71802
C 2.08217 1.50627 0.65581
C 2.94753 2.60472 -2.66621
C 4.30922 2.69649 -2.65439
H 8.28807 2.35131 -0.77663
H 6.97611 2.86585 0.31026
H 7.07565 1.16065 -0.24688
H 4.98847 1.72547 0.53357
H 0.19356 2.19515 -1.86425
H -0.40000 1.01526 1.75686
H -1.10513 2.23418 0.69002
H -1.02550 0.55982 0.16805
H 2.30737 1.23886 1.67400
H 2.37024 2.84925 -3.54131
H 4.83560 3.01657 -3.53685
*
```

## Properties
LUMO	-3.307	eV
gap between HOMO and LUMO	4.54	eV
highest occupied orbital energy	-0.2885	Ha
total energy	-54499.6529	eV
strongest force on any atom	3.37	eV Å⁻¹



# 3
DFT (the ωB97M-V functional and the def2-TZVPD basis) results for the ion C18H11N2O with charge +1 in a non-equilibrium geometry.

```
! wB97M-V def2-TZVPD RIJCOSX def2/J DEFGRID3
* xyz 1 1
O 1.41180 0.83505 -2.47474
C 1.59348 0.11385 -1.50906
C 4.04655 -2.79951 -1.91936
C -4.30404 2.42868 1.45189
C -4.24304 3.07932 0.20743
C 3.79746 -3.41585 -0.68301
C 3.41332 -1.60055 -2.25402
C -3.29765 1.57383 1.91336
C -3.12747 2.88324 -0.63555
C 2.87518 -2.84214 0.20566
C -0.54265 -0.37015 2.11517
C 2.47003 -1.04530 -1.37854
C -2.21485 1.37654 1.07561
C -1.02716 0.54514 1.19842
C -2.13771 2.03169 -0.18982
C -0.35756 0.73950 -0.00479
C 2.21474 -1.63825 -0.14976
C 0.62501 -1.08763 1.75652
C 0.77106 0.03928 -0.29891
N -0.99470 1.65192 -0.84119
N 1.22079 -0.89829 0.54777
H 4.69613 -3.25304 -2.65350
H -5.16279 2.57483 2.05458
H -5.03029 3.72196 -0.14753
H 4.26714 -4.33863 -0.36343
H 3.60509 -1.12380 -3.23218
H -3.37664 1.16835 2.90226
H -3.07753 3.44520 -1.55545
H 2.65858 -3.29298 1.18955
H -1.06716 -0.55601 3.05098
H 1.03496 -1.84099 2.43061
H -0.74009 1.89474 -1.80900
*
```

## Properties
LUMO	-5.273	eV
gap between HOMO and LUMO	6.53	eV
highest occupied orbital energy	-0.4336	Ha
total energy	-23866.5106	eV
strongest force on any atom	3.13	eV Å⁻¹



# 4
DFT (the ωB97M-V functional and the def2-TZVPD basis) results for a structure of composition C18H12BF9N2O4S5SbTc in a non-equilibrium geometry.

```
! wB97M-V def2-TZVPD RIJCOSX def2/J DEFGRID3
* xyz 0 1
Tc 0.45120 1.44649 -0.64152
O -2.74887 0.79295 0.12472
S -2.07221 -0.57706 0.31326
O -2.66615 -1.58455 -0.51282
N -0.53358 -0.31884 -0.07740
C 0.35105 -1.41897 0.09442
C 0.02038 -2.68082 0.52911
C 0.99389 -3.69332 0.60700
C 2.28601 -3.46833 0.23613
C 2.66804 -2.18686 -0.21307
C 3.97497 -1.86875 -0.64137
C 4.25374 -0.59918 -1.05614
C 3.24450 0.37279 -1.02242
N 2.01880 0.11460 -0.62147
C 1.70229 -1.16114 -0.25196
C -2.39715 -0.92527 2.00603
C -3.05480 -2.11133 2.30342
C -3.31541 -2.40257 3.63058
C -2.92205 -1.51264 4.62429
C -2.29168 -0.31878 4.30206
C -2.02810 -0.00960 2.97869
H -0.99410 -2.91863 0.80520
H 0.69232 -4.67211 0.95565
H 3.02195 -4.26070 0.27730
H 4.73481 -2.63990 -0.64126
H 5.23917 -0.31912 -1.39968
H 3.45145 1.38784 -1.33646
H -3.36117 -2.77339 1.50480
H -3.82388 -3.32065 3.89048
H -3.11839 -1.74906 5.66183
H -1.99325 0.37364 5.07658
H -1.54602 0.91985 2.71161
S -4.18965 1.83556 -2.34050
Sb -3.05901 3.22788 -4.24031
S -2.37913 1.38323 -1.59848
S -1.51409 3.04224 -1.06165
S -4.17987 2.47583 -5.97774
F 0.79294 -0.33283 2.67978
B 1.10852 1.01218 2.60744
F 2.39536 1.22713 2.15322
F 0.78429 1.68915 3.74670
F 0.20519 1.58855 1.50604
F 0.53170 1.29112 -5.99547
C 0.68898 2.11344 -4.95824
F 0.20610 3.32287 -5.31550
F 1.99137 2.25159 -4.71773
C -0.10844 1.62906 -3.72033
O -1.33594 1.59131 -3.89309
O 0.56417 1.39680 -2.68951
F 1.79544 3.41684 -1.37158
C 1.69436 3.01003 -0.03520
F 1.07269 4.01208 0.62863
H 2.69730 2.89933 0.37589
*
```

## Properties
LUMO	-1.551	eV
gap between HOMO and LUMO	6.77	eV
highest occupied orbital energy	-0.3057	Ha
total energy	-118082.8769	eV
strongest force on any atom	1.27	eV Å⁻¹
relative energy (zero: lowest compared OMol25 entry of this formula, charge and spin)	0.0	kcal/mol



# 5
DFT (the ωB97M-V functional and the def2-TZVPD basis) results for a structure of composition C18H12BrCl2IrN2S.

```
! wB97M-V def2-TZVPD RIJCOSX def2/J DEFGRID3
* xyz 2 1
Ir -0.14785 1.02961 -0.18649
Cl -2.22895 1.66552 -1.08327
C -3.20831 0.20272 -0.99460
C -4.41437 0.15829 -1.66201
C -5.16452 -1.00090 -1.53916
C -4.70756 -2.06476 -0.76932
C -3.48544 -1.98530 -0.12562
Cl -2.90758 -3.29463 0.82819
C -2.70606 -0.83052 -0.23294
S -1.16850 -0.74664 0.62358
H -4.76479 0.99649 -2.24893
H -6.11427 -1.07578 -2.04977
H -5.29931 -2.96373 -0.66490
Br 2.41352 1.72715 6.58495
C 2.19433 1.39304 4.76417
C 3.21793 0.77331 4.04828
C 3.06338 0.51713 2.70219
C 1.87530 0.87199 2.06607
C 0.86642 1.50846 2.78323
C 1.01661 1.77143 4.13017
N 1.64539 0.62421 0.68030
C 2.44999 -0.01283 -0.09624
C 2.04409 -0.15275 -1.48813
C 2.82136 -0.72011 -2.47211
C 2.31150 -0.80919 -3.76597
C 1.04679 -0.31573 -4.02994
C 0.31358 0.26018 -3.00320
N 0.80396 0.33650 -1.76319
H 4.13421 0.49610 4.55001
H 3.88344 0.05529 2.16911
H -0.05338 1.81328 2.28910
H 0.23479 2.26731 4.68720
H 3.37925 -0.45003 0.24751
H 3.80936 -1.08968 -2.23281
H 2.89924 -1.26124 -4.55356
H 0.61609 -0.36812 -5.01959
H -0.66964 0.67394 -3.17231
*
```

## Properties
LUMO	-8.778	eV
gap between HOMO and LUMO	5.56	eV
highest occupied orbital energy	-0.5269	Ha
total energy	-130586.6449	eV
strongest force on any atom	0.64	eV Å⁻¹
relative energy (zero: lowest compared OMol25 entry of this formula, charge and spin)	0.0	kcal/mol



# 6
DFT (the ωB97M-V functional and the def2-TZVPD basis) results for a structure of composition C18H12Cl4N4O4Ru in a non-equilibrium geometry.

```
! wB97M-V def2-TZVPD RIJCOSX def2/J DEFGRID3
* xyz -2 1
Ru -0.00764 0.09825 0.71672
O 1.95416 5.45536 0.64366
C 2.89495 4.63310 0.43076
O 4.09957 5.20955 0.76121
C 2.64386 3.24557 -0.08774
C 3.85120 2.52499 -0.09214
N 4.83939 1.89814 -0.10852
N 0.90820 1.43324 -0.12715
C 1.27293 2.62128 -0.36913
C 0.14625 3.48723 -1.05984
O -0.17411 4.62015 -0.55998
O -0.34302 3.02369 -2.07509
H 1.01876 5.04271 0.23305
H 4.81276 4.57164 0.61083
H 1.82687 -1.33765 1.59398
Cl -4.51841 0.86818 2.17224
C -4.15663 0.20233 0.59944
C -5.21586 -0.07817 -0.23920
C -4.99273 -0.61534 -1.50145
C -3.68613 -0.86949 -1.89523
C -2.64763 -0.58110 -1.03601
Cl -1.02110 -0.94150 -1.54543
C -2.79293 -0.02134 0.26025
N -1.79986 0.26296 1.13508
H -6.22114 0.13245 0.10319
H -5.82116 -0.82912 -2.16433
H -3.46674 -1.29033 -2.86839
C 0.60174 0.92355 2.48029
H 0.63357 2.01333 2.40790
H 1.60245 0.57306 2.76412
H -0.11062 0.63577 3.25758
Cl 2.81026 -1.55519 -1.31433
C 2.00485 -2.93487 -0.71762
C 2.16353 -4.14252 -1.37734
C 1.33260 -5.20588 -1.06839
C 0.33846 -5.03096 -0.12469
C 0.22890 -3.82673 0.54765
Cl -1.03314 -3.66782 1.73408
C 1.09048 -2.73197 0.33847
N 0.94443 -1.61699 1.17352
H 2.90554 -4.21828 -2.16093
H 1.43632 -6.15281 -1.58343
H -0.35319 -5.82848 0.11234
*
```

## Properties
LUMO	4.524	eV
gap between HOMO and LUMO	6.07	eV
highest occupied orbital energy	-0.0568	Ha
total energy	-85682.3780	eV
strongest force on any atom	3.52	eV Å⁻¹
relative energy (zero: lowest compared OMol25 entry of this formula, charge and spin)	34.4	kcal/mol